(1)
DFT (ωB97M-V/def2-TZVPD) results for one molecule with the formula C4H6N4.

Each line ends with the Mulliken charge.
Element x y z (Å)
C 1.163 0.733 -0.088  -0.0646
N 2.485 0.409 -0.017  0.1931
N 2.690 -0.947 0.077  -0.6540
N 1.531 -1.451 -0.007  -0.1205
C 0.556 -0.525 -0.080  0.1508
N -0.854 -0.956 -0.013  -0.2931
C -1.831 -0.207 -0.711  -0.3792
C -1.781 -0.060 0.784  -0.3334
H 0.863 1.812 -0.161  0.3394
H 3.229 1.056 0.107  0.2121
H -2.607 -0.818 -1.110  0.2357
H -1.618 0.658 -1.275  0.2715
H -2.480 -0.598 1.417  0.2309
H -1.347 0.895 1.079  0.2112

Properties
HOMO energy   -9.444 eV
ΔE to the lowest compared entry with this formula, charge and spin   70.9 kcal/mol
Charge   0

***

(2)
DFT (ωB97M-V/def2-TZVPD) results for C22H36BrClFI2N4O3 as an isolated structure.

Each line ends with the Mulliken charge.
Element x y z (Å)
C 3.550 2.487 1.919  -1.5444
C 2.036 2.287 1.838  -0.4120
C 1.743 0.862 1.348  0.1572
Br 1.082 -0.245 2.837  0.0950
N 0.951 0.753 0.128  0.6411
C -0.395 0.325 0.133  -0.4003
N -1.343 1.049 0.671  0.4455
C -2.709 0.578 0.682  -1.0042
I -3.984 1.087 -0.925  0.2362
C -3.141 -0.197 1.684  -0.3430
C -2.271 -0.647 2.824  -0.2650
I -5.100 -0.948 1.824  0.2187
C -1.053 2.385 1.246  0.2596
Cl -0.968 2.369 3.012  -0.1108
C -2.033 3.466 0.832  -1.1081
C -1.839 3.902 -0.623  -0.9422
N -0.454 -0.836 -0.582  1.5137
C -1.608 -1.687 -0.938  -0.6517
C -1.975 -2.754 0.090  -0.4562
C -0.772 -3.392 0.763  0.2095
C -1.176 -4.419 1.817  0.1042
O -0.434 -4.720 2.759  -0.5627
O -2.415 -5.002 1.633  -0.4798
C 0.420 -0.473 -1.716  -2.5759
N -0.060 0.661 -2.531  0.5687
C 1.039 1.196 -3.362  -1.2351
C -1.086 0.268 -3.449  0.8765
C -1.830 1.379 -4.136  -1.5359
O -1.307 -0.895 -3.725  -0.5661
C 1.639 -0.052 -0.894  0.7260
C 2.266 -1.364 -0.350  -1.3683
C 3.796 -1.326 -0.248  -0.5667
C 4.276 -2.510 0.579  -0.6196
F 3.485 -3.614 0.305  -0.2997
H 3.796 3.403 2.439  0.4559
H 3.986 1.678 2.499  0.3949
H 4.010 2.506 0.938  0.3425
H 1.653 3.022 1.143  0.3437
H 1.660 2.444 2.835  0.3856
H 2.706 0.425 1.170  -0.1502
H -1.480 -1.275 2.434  -0.3259
H -2.849 -1.275 3.485  0.5039
H -1.891 0.167 3.416  0.1601
H -0.120 2.682 0.795  0.2434
H -1.751 4.307 1.451  0.5556
H -3.055 3.235 1.101  0.4122
H -1.212 3.194 -1.163  0.0506
H -2.778 3.903 -1.151  0.3071
H -1.367 4.870 -0.703  0.4001
H -2.508 -1.159 -1.217  -0.2657
H -1.324 -2.223 -1.830  1.0991
H -2.719 -2.412 0.795  -0.4157
H -2.458 -3.530 -0.490  0.7650
H -0.124 -3.892 0.049  0.5942
H -0.168 -2.678 1.310  -0.3723
H -3.017 -4.660 2.298  0.3255
H 0.622 -1.273 -2.417  1.1473
H 1.683 1.824 -2.769  0.2922
H 0.645 1.778 -4.182  0.5208
H 1.614 0.372 -3.790  0.3852
H -2.881 1.151 -4.149  0.3859
H -1.493 1.403 -5.168  0.4080
H -1.641 2.346 -3.691  0.2880
H 2.405 0.458 -1.455  0.6408
H 1.996 -2.211 -0.963  0.9235
H 1.867 -1.570 0.635  -0.1985
H 4.158 -0.411 0.203  0.2445
H 4.198 -1.471 -1.245  0.4665
H 5.284 -2.782 0.293  0.3758
H 4.220 -2.317 1.644  0.3065

Properties
HOMO energy   -12.239 eV
Charge   +1

***

(3)
DFT (ωB97M-V/def2-TZVPD) results for a 14-piece molecular cluster, C40H64F3N10O5S3 overall.

Each line ends with the Mulliken charge.
Element x y z (Å)
C -1.345 -0.314 0.962  -0.1864
O -0.211 0.325 0.299  1.0957
O -1.728 0.592 1.896  -0.4822
C -2.294 -0.730 -0.200  -0.2521
F -2.292 0.029 -1.302  -0.1821
F -2.050 -2.005 -0.563  -0.2010
F -3.601 -0.745 0.167  -0.0748
C 0.612 -0.498 -0.507  0.6302
C 1.745 0.422 -1.007  0.8077
H 1.341 1.049 -1.801  0.0341
H 2.042 1.117 -0.223  -0.3573
H 2.595 -0.184 -1.315  -0.9670
H 0.114 -0.814 -1.428  -0.9612
H 1.048 -1.399 -0.066  0.2004
H -0.956 -1.216 1.448  -0.0054
C 4.651 4.058 -4.344  -0.7484
S 3.171 3.387 -5.230  0.4384
O 3.558 1.962 -5.596  -0.6161
C 2.181 3.192 -3.748  -0.0859
H 5.009 3.330 -3.614  0.0779
H 4.441 5.086 -4.061  0.3393
H 5.493 3.961 -5.033  0.3674
H 1.202 2.834 -4.060  0.2478
H 2.062 4.143 -3.227  0.3487
H 2.728 2.486 -3.126  -0.3311
C -1.674 -1.563 -5.484  -1.2719
S -0.885 -2.042 -3.896  0.8433
O -0.999 -3.567 -3.807  -0.7305
C 0.864 -1.686 -4.366  -0.5510
H -1.526 -0.512 -5.732  0.3264
H -2.750 -1.701 -5.383  0.3974
H -1.307 -2.235 -6.259  0.4082
H 1.034 -1.747 -5.441  0.4872
H 1.537 -2.435 -3.950  -0.0892
H 1.058 -0.669 -4.026  0.1484
C 5.237 0.411 -1.557  0.2866
S 6.925 -0.214 -1.841  0.4299
O 7.811 0.917 -1.308  -0.6345
C 6.946 -1.627 -0.613  -0.7720
H 4.518 -0.329 -1.913  -0.2526
H 5.045 1.329 -2.109  -0.2230
H 5.031 0.601 -0.503  0.1790
H 6.599 -2.555 -1.063  0.3134
H 6.347 -1.341 0.252  0.1411
H 7.957 -1.752 -0.228  0.4231
C -5.911 -1.594 1.316  -0.0125
C -7.076 -2.095 1.985  0.0326
N -8.018 -2.512 2.500  -0.4380
H -6.129 -0.739 0.679  0.3469
H -5.432 -2.362 0.711  0.2408
H -5.231 -1.272 2.106  -0.1767
C -2.828 2.144 -3.711  -0.2298
C -3.905 2.281 -2.726  0.3243
N -4.747 2.324 -1.940  -0.4671
H -2.985 1.332 -4.418  0.2302
H -1.992 1.857 -3.069  -0.1992
H -2.613 3.067 -4.244  0.4033
C -1.028 -4.847 -0.690  0.2021
C -1.408 -6.124 -1.344  0.1138
N -1.680 -7.127 -1.856  -0.5057
H -1.524 -4.125 -1.339  -0.0393
H 0.026 -4.608 -0.815  -0.0987
H -1.403 -4.922 0.328  0.3165
C -2.979 -3.124 3.333  0.0577
C -4.273 -3.324 3.931  0.0226
N -5.324 -3.438 4.431  -0.5106
H -2.692 -2.080 3.204  -0.2737
H -3.157 -3.412 2.291  0.2036
H -2.163 -3.723 3.728  0.5278
C 2.580 -2.040 2.478  -0.1527
C 1.361 -2.848 2.640  0.3067
N 0.396 -3.488 2.763  -0.4879
H 3.343 -2.698 2.062  0.3633
H 3.012 -1.470 3.297  0.3821
H 2.219 -1.330 1.731  -0.3344
N -2.390 -0.085 4.953  0.2525
C -1.711 -1.016 5.688  -0.4184
C -2.528 -1.414 6.716  -0.6456
C -3.752 -0.654 6.548  -0.7078
C -3.683 0.064 5.365  -0.4324
H -2.102 0.225 4.033  0.1296
H -0.693 -1.216 5.395  0.4665
H -2.242 -2.116 7.482  0.4195
H -4.607 -0.687 7.205  0.3642
H -4.376 0.697 4.837  0.4902
N 1.354 1.550 2.440  1.0094
C 0.988 2.213 3.590  -0.5187
C 2.166 2.626 4.207  -0.8906
C 3.232 2.135 3.447  -0.8471
C 2.713 1.387 2.373  -0.5285
H 0.694 1.250 1.729  -0.1976
H -0.043 2.425 3.820  0.5904
H 2.238 3.039 5.201  0.4075
H 4.274 2.280 3.691  0.4252
H 3.184 0.863 1.559  0.5420
N -3.484 2.990 2.594  0.5350
C -4.532 3.094 1.738  -0.5526
C -5.420 4.026 2.327  -0.8183
C -4.822 4.499 3.484  -0.5237
C -3.732 3.677 3.732  -0.5042
H -2.826 2.223 2.498  0.1831
H -4.549 2.537 0.815  0.5798
H -6.385 4.348 1.966  0.4213
H -5.158 5.285 4.142  0.4088
H -2.998 3.780 4.517  0.3702
N 3.436 -4.972 -3.393  0.1267
C 2.762 -4.317 -2.443  -0.9674
C 3.501 -3.174 -2.208  0.9612
C 4.657 -3.151 -3.022  -0.7177
C 4.565 -4.327 -3.788  -0.9103
H 3.163 -5.833 -3.838  0.2158
H 1.827 -4.658 -2.031  0.1561
H 3.237 -2.396 -1.506  0.1759
H 5.382 -2.360 -3.128  0.5736
H 5.143 -4.859 -4.528  0.3958
N -0.503 3.426 0.023  0.6808
C 0.726 3.914 0.064  -0.3225
C 0.728 5.205 -0.386  -0.9695
C -0.614 5.558 -0.683  -0.7580
C -1.372 4.397 -0.415  -0.5138
H -0.825 2.483 0.193  -0.0068
H 1.522 3.338 0.510  0.3207
H 1.517 5.920 -0.563  0.4670
H -0.952 6.520 -1.031  0.4542
H -2.433 4.204 -0.375  0.4850

Properties
HOMO energy   -5.609 eV
ΔE to the lowest compared entry with this formula, charge and spin   0.0 kcal/mol
Charge   -1